Molecular formula: C2H12N2O4
Method: DFT, the ωB97M-V functional and the def2-TZVPD basis

Geometry as XYZ:
```
20
Properties=species:S:1:pos:R:3:nbo_charge:R:1
C -1.8966 3.6526 0.2995 -0.41
N -0.7251 2.9890 -0.2214 -0.63
C -0.5462 1.6611 0.0042 0.79
N 0.4263 1.0402 -0.7617 -0.86
O -1.2550 1.0679 0.8130 -0.71
H -2.0205 4.5967 -0.2241 0.20
H -1.8492 3.7648 1.3819 0.21
H -2.7878 3.0834 0.0465 0.21
H -0.1585 3.4245 -0.9264 0.39
H 1.2651 1.6024 -0.8325 0.37
H 0.6052 0.0864 -0.4503 0.43
H -1.4810 -0.7501 1.5032 0.51
H -0.2182 -1.0118 2.2237 0.47
O -0.9254 -1.4979 1.7793 -0.97
H 3.4470 -5.2470 -0.5597 0.47
H 2.6644 -4.9001 -1.8022 0.47
O 3.4424 -5.4044 -1.5100 -0.94
H -0.0837 -1.9809 -1.2013 0.47
H 0.0945 -2.1453 0.2892 0.51
O 0.5860 -1.8708 -0.5143 -0.97
```

Calculated values
multiplicity = 1
frontier orbital gap = 10.50 eV
relative energy (zero: lowest compared OMol25 entry of this formula, charge and spin) = 0.414 eV
HOMO energy = -9.92 eV
charge = 0